Record 1
Below is a gas-phase ion, C3H9N2 (charge +1) in a non-equilibrium geometry, with properties calculated with ωB97M-V/def2-TZVPD.

Last column: Mulliken charge in e.
Positions of all 14 atoms, in Å:
C  -1.80940  1.57778  -0.27422  -1.08
C  -0.43175  1.03289  -0.70812  -0.25
N  1.41766  -1.77274  0.73391  -0.31
C  0.77840  -0.98481  -0.09819  0.24
N  0.11634  0.07906  0.23704  -0.22
H  -2.56079  1.30979  -1.00358  0.30
H  -2.12000  1.12639  0.66704  0.36
H  -1.79056  2.66199  -0.16284  0.30
H  -0.62181  0.51187  -1.65361  0.24
H  0.29163  1.79254  -0.99781  0.36
H  1.62627  -1.59019  1.70229  0.23
H  1.79657  -2.61610  0.33084  0.26
H  0.78415  -1.20780  -1.15697  0.29
H  0.10361  0.36283  1.21140  0.26

Calculated values
2S+1	1
ΔE to the lowest compared entry with this formula, charge and spin	0.164	eV
HOMO energy	-15.380	eV
SMILES	CC/[NH+]=C/N
energy	-228.980769	a.u.
maximum force	0.0366	hartree/bohr
total charge	+1

Record 2
Below is 2 unconnected molecules or ions with the total composition C3H9N2 in a non-equilibrium geometry, with properties calculated with ωB97M-V/def2-TZVPD.

Last column: Mulliken charge in e.
Positions of all 14 atoms, in Å:
N  0.36459  -0.30140  -1.29773  -0.47
C  0.99931  -0.51193  -2.25802  0.38
C  1.79018  -0.77425  -3.45452  -0.77
H  2.39742  0.10928  -3.71380  0.27
H  1.13002  -1.00966  -4.30622  0.27
H  2.46664  -1.62919  -3.28692  0.27
C  -0.67437  0.66554  2.84435  -0.73
N  -1.62072  0.36116  1.72545  -0.26
H  -1.23265  0.87171  3.77302  0.34
H  -0.06189  1.54930  2.59850  0.32
H  -0.00173  -0.19060  3.02093  0.32
H  -2.20068  -0.47169  1.95263  0.39
H  -2.25729  1.16574  1.55508  0.39
H  -1.09887  0.16599  0.84728  0.27

Calculated values
2S+1	1
ΔE to the lowest compared entry with this formula, charge and spin	0.600	eV
HOMO energy	-14.952	eV
energy	-228.964750	a.u.
maximum force	0.0517	hartree/bohr
total charge	+1

Record 3
Below is 2 unconnected molecules or ions with the total composition C3H9N2 in a non-equilibrium geometry, with properties calculated with ωB97M-V/def2-TZVPD.

Last column: Mulliken charge in e.
Positions of all 14 atoms, in Å:
C  0.85455  -1.63659  -1.00420  -0.05
N  1.18587  -1.60610  0.25353  -0.10
H  0.82280  -2.59327  -1.47118  0.31
H  0.29184  -0.84687  -1.37582  0.25
H  1.21049  -0.56689  0.56692  0.34
H  1.31401  -2.39843  0.83772  0.27
C  -1.83498  0.89094  -0.05519  -0.81
C  -0.67513  0.94946  0.70545  0.07
N  0.61796  1.35561  0.07996  -0.65
H  -1.90512  1.09807  -1.07830  0.32
H  -2.88467  0.69691  0.40877  0.23
H  -0.74334  0.82394  1.84806  0.29
H  0.49154  2.16314  -0.53809  0.26
H  1.25420  1.67008  0.82237  0.26

Calculated values
2S+1	1
ΔE to the lowest compared entry with this formula, charge and spin	2.858	eV
HOMO energy	-12.998	eV
energy	-228.881761	a.u.
maximum force	0.0910	hartree/bohr
total charge	+1

Record 4
Below is a gas-phase ion, C3H9N2 (charge +1) in a non-equilibrium geometry, with properties calculated with ωB97M-V/def2-TZVPD.

Last column: Mulliken charge in e.
Positions of all 14 atoms, in Å:
C  -0.44140  -1.28346  -0.09472  -0.37
C  -1.13320  0.03690  -0.07244  -0.55
C  1.14444  0.41603  -0.32307  -0.56
N  1.24053  -0.83186  0.21210  -0.39
N  -0.04664  1.09598  0.22355  -0.20
H  -0.75576  -1.83446  0.86705  0.27
H  -0.46579  -1.84627  -1.00366  0.33
H  -1.43813  0.14815  -1.03297  0.38
H  -1.97790  0.22198  0.65997  0.39
H  1.96203  1.12096  -0.33568  0.39
H  0.91175  0.39421  -1.40094  0.37
H  1.39768  -0.77069  1.17342  0.27
H  -0.53049  1.96503  -0.08059  0.33
H  0.13289  1.16750  1.20799  0.33

Calculated values
2S+1	1
ΔE to the lowest compared entry with this formula, charge and spin	2.592	eV
HOMO energy	-15.238	eV
SMILES	C1C[NH2+]CN1
energy	-228.891564	a.u.
maximum force	0.1141	hartree/bohr
total charge	+1